(1)
Formula: O4PS
Source: the OMol25 dataset
Level of theory: the ωB97M-V functional and the def2-TZVPD basis

- HOMO (spin up / spin down): -4.8 / -4.8 eV
- Charge: -1
- HOMO-LUMO gap (spin up / spin down): 7.82 / 7.82 eV
- ΔE to the lowest compared entry with this formula, charge and spin: 0.6006 eV

```
6
O4PS, DFT the ωB97M-V functional and the def2-TZVPD basis
O 0.20 -2.38 -0.54
P 0.62 0.98 0.57
O -1.17 -0.76 -1.64
S -0.59 -1.22 -0.33
O 0.92 2.36 0.02
O 0.03 1.03 1.92
```

Electronic structure analysis, natural (NBO) charges in units of e:
1. O -0.915
2. P 1.491
3. O -0.917
4. S 1.559
5. O -1.102
6. O -1.117

***

(2)
Formula: C6H11Br
Source: the OMol25 dataset
Level of theory: the ωB97M-V functional and the def2-TZVPD basis

- HOMO: -9.4 eV
- SMILES: BrC1CC1.C=CC
- HOMO-LUMO gap: 10.50 eV
- ΔE to the lowest compared entry with this formula, charge and spin: 2.2077 eV

```
18
C6H11Br, DFT the ωB97M-V functional and the def2-TZVPD basis
H -0.57 -0.28 -0.68
H -0.28 2.86 1.39
H -1.55 0.94 2.28
C -0.23 -2.12 -2.02
C 0.01 -0.71 -1.46
H 1.06 -0.63 -1.35
H -0.96 -2.86 -1.68
H 1.25 2.03 1.41
H 1.42 0.87 3.24
H 0.24 -0.93 -3.66
C -0.46 1.03 2.16
C 0.20 1.89 1.20
H -1.41 -0.64 -3.34
H 0.02 1.58 0.17
H 0.10 0.42 4.19
Br 1.28 -3.29 -2.19
C 0.34 0.76 3.22
C -0.46 -0.92 -2.87
```

Electronic structure analysis, natural (NBO) charges in units of e:
1. H 0.227
2. H 0.219
3. H 0.212
4. C -0.271
5. C -0.425
6. H 0.226
7. H 0.236
8. H 0.218
9. H 0.177
10. H 0.224
11. C -0.193
12. C -0.636
13. H 0.235
14. H 0.202
15. H 0.186
16. Br -0.010
17. C -0.383
18. C -0.444

***

Max |F| for every record listed, in sequence, given in eV Å⁻¹: 4.39, 4.18.